{
  "formula": "C24H26N6O7SZr",
  "method": "the ωB97M-V functional and the def2-TZVPD basis",
  "charge": 2,
  "orbital_gap_ha": 0.2658,
  "e_above_lowest_ev": 0.000,
  "e_tot_ha": -2230.26045,
  "lumo_ev": -6.202,
  "symbols": ["H", "C", "O", "H", "C", "C", "O", "H", "N", "S", "Zr", "C", "H", "H", "H", "H", "N", "H", "H", "H", "C", "C", "C", "H", "H", "H", "O", "C", "H", "N", "H", "H", "C", "O", "H", "C", "C", "H", "O", "C", "H", "C", "H", "C", "N", "H", "H", "C", "H", "O", "N", "C", "C", "H", "C", "C", "C", "C", "C", "C", "H", "C", "H", "O", "N"],
  "positions_angstrom": [[1.655, -1.994, 0.199], [-1.494, 4.873, 1.754], [-0.716, -1.759, -0.118], [-1.282, 1.123, -5.367], [3.099, -1.978, 3.244], [-3.080, -1.593, -0.393], [-1.732, -3.173, -1.512], [-1.786, 2.938, -0.435], [-1.060, 3.644, 1.275], [1.224, 2.155, 1.194], [-0.648, 0.367, 0.697], [-1.203, 1.010, -4.293], [3.893, -5.020, -2.453], [1.457, 4.874, 2.581], [5.041, -4.770, -0.413], [3.419, -0.483, -2.169], [-0.502, 5.471, 2.329], [1.555, 0.019, -0.724], [-4.718, 0.030, 1.247], [-3.572, 4.697, 2.161], [-0.990, 0.716, -1.482], [-2.283, 1.249, -3.492], [-3.742, -0.309, 1.588], [3.200, -0.264, -4.634], [-0.829, -3.494, -1.690], [-3.186, 5.460, 0.599], [-2.850, -0.490, 0.468], [-2.883, 5.368, 1.643], [-3.066, 1.268, -1.500], [3.297, -4.265, 0.530], [0.509, 0.164, 3.538], [2.323, -0.825, 4.892], [0.245, 3.495, 1.575], [5.024, -2.896, 1.128], [-2.937, 6.348, 2.109], [3.979, -4.999, -0.498], [1.164, 0.340, -4.550], [-3.228, 1.549, -3.927], [-1.731, 0.601, 2.396], [-3.046, 0.775, 2.407], [3.815, -6.069, -0.354], [0.138, 0.469, -2.329], [3.946, -2.386, 3.780], [1.196, -0.551, 3.103], [-1.750, 2.670, 0.549], [-3.717, -2.344, 0.079], [1.070, 0.459, -5.622], [-1.728, -2.189, -0.671], [-3.832, -1.234, 2.162], [-3.611, 1.714, 2.891], [0.556, 4.617, 2.205], [1.398, 0.081, -1.802], [2.882, -2.329, 1.917], [-2.698, 2.632, 0.926], [0.035, 0.611, -3.735], [-2.168, 1.094, -2.093], [3.856, -3.201, 1.164], [2.347, -0.059, -4.002], [2.472, -0.188, -2.600], [2.215, -1.103, 3.853], [-3.538, -1.274, -1.331], [1.828, -1.753, 1.239], [2.327, -4.474, 0.698], [3.436, -4.566, -1.736], [1.007, -0.850, 1.804]],
  "forces_ev_per_a": [[0.00, 0.00, -0.02], [-0.04, 0.03, 0.01], [-0.02, 0.00, 0.02], [0.00, -0.01, 0.00], [0.00, 0.00, 0.00], [0.01, -0.01, -0.01], [0.02, 0.03, 0.02], [0.00, 0.01, 0.01], [0.07, -0.03, 0.01], [-0.01, 0.01, -0.03], [-0.01, -0.03, 0.14], [0.00, 0.01, 0.00], [0.00, 0.00, 0.00], [0.00, 0.00, 0.00], [0.00, -0.01, -0.01], [0.00, 0.00, 0.01], [0.01, 0.02, 0.02], [-0.02, 0.01, 0.00], [0.00, -0.01, 0.01], [0.00, -0.01, 0.00], [0.06, 0.04, -0.03], [-0.01, 0.00, 0.00], [-0.03, 0.06, 0.02], [0.00, 0.00, 0.00], [-0.01, -0.01, -0.01], [0.00, 0.00, 0.00], [-0.02, 0.02, 0.02], [0.00, 0.00, 0.00], [0.00, 0.01, 0.00], [-0.01, 0.00, 0.03], [0.01, 0.00, 0.01], [0.00, 0.00, 0.00], [0.05, -0.01, -0.01], [0.00, -0.02, 0.02], [0.00, 0.00, 0.00], [0.01, -0.01, 0.01], [0.00, 0.01, -0.01], [0.00, 0.00, 0.01], [0.13, -0.06, -0.06], [-0.04, 0.01, -0.02], [0.00, 0.01, 0.00], [0.09, 0.04, -0.04], [0.00, 0.00, 0.00], [-0.01, 0.00, 0.01], [-0.06, -0.01, -0.02], [0.00, 0.00, 0.00], [-0.01, -0.01, 0.00], [-0.01, 0.00, -0.03], [0.00, -0.01, -0.01], [-0.03, -0.03, -0.02], [-0.03, -0.02, -0.02], [0.00, -0.03, 0.10], [-0.01, -0.02, 0.01], [0.00, 0.02, -0.02], [-0.03, -0.07, 0.01], [-0.01, -0.02, 0.02], [0.01, 0.06, -0.06], [0.03, 0.00, 0.03], [-0.05, 0.02, -0.07], [-0.02, 0.02, -0.01], [0.01, 0.00, 0.00], [-0.01, 0.02, 0.02], [0.00, -0.02, -0.01], [0.00, 0.01, 0.00], [0.02, -0.02, -0.03]]
}

{
  "formula": "C24H26N6OPt",
  "method": "the ωB97M-V functional and the def2-TZVPD basis",
  "charge": 4,
  "orbital_gap_ha": [0.2176, 0.2141],
  "e_above_lowest_ev": 0.000,
  "e_tot_ha": -1451.86042,
  "lumo_ev": [-14.454, -14.610],
  "symbols": ["C", "H", "H", "H", "C", "N", "H", "H", "N", "H", "C", "H", "C", "O", "H", "C", "H", "C", "C", "N", "C", "N", "C", "C", "C", "H", "C", "H", "H", "H", "C", "C", "H", "C", "C", "C", "H", "C", "H", "H", "C", "H", "C", "H", "H", "C", "C", "N", "H", "H", "N", "C", "C", "H", "H", "Pt", "H", "H"],
  "positions_angstrom": [[-2.246, 2.066, -9.189], [0.215, 0.067, 3.469], [-1.060, -1.751, 0.722], [-1.822, -1.113, 4.140], [0.322, 2.438, -3.720], [-1.383, -0.069, -1.635], [-3.038, 2.046, -11.168], [-2.656, 0.775, -6.695], [0.256, 1.809, 1.622], [2.016, 2.632, -0.318], [-0.114, 1.698, -2.626], [0.291, 2.747, 1.225], [-1.945, -0.236, 3.502], [-1.551, 3.761, -12.194], [1.194, 1.633, 1.986], [-0.352, 3.666, -8.822], [-2.498, -1.578, -0.772], [-0.693, 1.898, 2.794], [1.419, 3.292, -3.573], [-0.217, 2.817, -6.115], [-0.746, 4.759, -12.937], [-1.909, 1.327, -6.294], [-2.318, 2.455, -10.470], [-2.333, -1.009, -1.675], [-1.475, 1.266, -5.044], [-0.263, -1.140, 1.964], [-2.857, -0.544, -3.953], [-2.935, 1.312, -8.833], [2.922, 3.964, -2.191], [-2.878, 0.018, 1.529], [-1.156, 0.674, -2.739], [-2.263, -0.696, 2.076], [-1.168, 4.744, -13.935], [-0.702, 0.640, 3.653], [-1.136, 2.287, -6.977], [-1.869, 0.450, -3.929], [0.265, 4.820, -10.484], [-1.261, 2.649, -8.301], [-2.819, 0.292, 3.886], [-0.387, 2.766, 3.378], [1.544, 2.596, -1.290], [1.775, 3.875, -4.412], [-0.397, 2.232, -4.963], [0.290, 4.428, -12.940], [-0.623, 0.926, 4.701], [-0.411, 4.067, -10.102], [2.048, 3.346, -2.348], [0.466, 1.817, -1.411], [-3.849, -2.045, -2.777], [0.376, 4.089, -8.143], [-0.992, -0.909, 1.289], [-1.400, 3.472, -10.978], [-3.095, -1.270, -2.808], [-1.677, 2.116, 2.379], [-3.430, -0.752, -4.848], [-0.327, 0.595, 0.021], [-0.881, 5.729, -12.465], [-2.803, -1.641, 2.125]],
  "forces_ev_per_a": [[-0.01, -0.01, 0.03], [0.03, 0.02, 0.06], [-0.07, -0.04, 0.09], [0.00, 0.00, -0.01], [0.00, -0.04, 0.07], [0.33, -0.06, -0.18], [0.00, 0.00, 0.01], [-0.01, 0.00, 0.01], [0.18, -0.28, -0.13], [0.02, 0.00, -0.01], [0.14, -0.10, 0.00], [0.07, 0.01, 0.04], [0.01, -0.08, 0.02], [-0.04, -0.05, 0.04], [-0.02, -0.10, 0.01], [0.02, 0.01, 0.02], [-0.04, 0.00, -0.02], [-0.07, 0.11, -0.04], [0.00, -0.01, 0.00], [0.03, 0.02, 0.04], [0.06, 0.06, -0.05], [0.00, -0.02, 0.00], [-0.04, -0.03, -0.02], [0.02, 0.00, -0.03], [-0.01, 0.01, 0.00], [0.07, 0.02, -0.08], [0.00, 0.00, 0.02], [-0.01, 0.00, -0.01], [0.00, 0.00, 0.01], [0.04, 0.04, 0.04], [-0.10, -0.01, 0.02], [0.00, 0.02, 0.08], [-0.01, -0.01, 0.01], [0.02, 0.00, -0.01], [0.00, -0.01, 0.01], [0.02, -0.01, 0.02], [0.00, 0.00, 0.01], [-0.02, 0.01, -0.06], [0.00, 0.00, 0.00], [0.03, 0.00, -0.02], [-0.12, 0.14, 0.02], [0.00, 0.00, 0.00], [-0.02, 0.01, -0.06], [-0.01, -0.01, 0.01], [-0.03, 0.01, 0.00], [0.03, 0.03, 0.00], [0.00, 0.01, -0.02], [-0.06, 0.01, -0.12], [0.00, 0.00, 0.00], [0.00, 0.01, -0.01], [0.06, 0.03, -0.02], [0.02, 0.01, 0.00], [0.01, -0.01, -0.02], [-0.01, 0.01, 0.04], [0.00, 0.00, 0.00], [-0.49, 0.26, 0.28], [-0.01, -0.01, 0.01], [-0.02, 0.02, -0.08]]
}

{
  "formula": "C24H26N7O7W",
  "method": "the ωB97M-V functional and the def2-TZVPD basis",
  "charge": 1,
  "orbital_gap_ha": 0.2384,
  "e_above_lowest_ev": 0.000,
  "e_tot_ha": -1906.70533,
  "lumo_ev": -4.183,
  "symbols": ["N", "C", "C", "N", "H", "C", "C", "O", "H", "C", "H", "C", "H", "O", "H", "C", "H", "C", "H", "H", "N", "C", "H", "N", "H", "O", "C", "H", "H", "C", "C", "H", "H", "N", "H", "N", "H", "W", "C", "H", "C", "H", "C", "C", "C", "H", "C", "C", "H", "O", "H", "C", "O", "O", "H", "C", "H", "H", "C", "C", "N", "H", "O", "H", "C"],
  "positions_angstrom": [[-1.098, 1.117, -2.388], [2.001, 0.870, -3.917], [1.716, -1.701, -3.017], [0.929, -0.756, -2.472], [5.209, -1.153, 1.232], [-3.831, 3.226, 0.019], [3.248, -1.677, -0.398], [-3.856, -4.599, -0.554], [-3.718, 2.766, 3.859], [-1.733, -2.273, -2.001], [2.568, -1.381, -1.202], [-2.018, -3.411, 0.303], [-1.762, -3.425, 2.540], [-2.165, -5.755, 0.401], [-2.166, 1.498, 2.426], [3.093, 0.766, 3.060], [-5.359, 4.340, 2.845], [-3.754, 2.905, 2.783], [2.929, -2.646, -0.002], [-5.422, 4.626, 0.375], [-1.865, 1.968, -1.597], [-4.709, 3.947, 0.832], [3.243, -2.250, -4.426], [3.248, -0.711, 0.686], [3.171, 1.725, 3.583], [-1.440, 0.581, 0.239], [0.904, 1.630, 2.306], [4.258, -1.761, -0.809], [4.843, 1.178, 1.882], [-2.894, 2.323, 0.564], [-1.669, -2.967, 1.566], [2.057, 1.893, -4.268], [3.952, -1.720, 2.350], [-1.114, -1.317, 0.128], [-2.088, 0.019, -1.195], [-1.143, -1.722, 1.401], [-3.908, -3.747, -1.041], [-0.342, 0.019, -1.195], [2.108, 0.058, 0.882], [2.722, 0.018, 3.770], [1.087, 0.497, -2.945], [3.502, 0.097, -5.256], [2.650, -1.444, -4.011], [2.794, -0.134, -4.467], [-1.631, -2.345, -0.543], [0.313, 1.050, 3.021], [-2.874, 2.184, 1.967], [-1.963, 1.545, -0.361], [0.301, 1.813, 1.412], [-1.100, -1.294, -2.494], [0.528, 2.390, -1.960], [0.144, 1.451, -2.390], [-2.467, -3.144, -2.562], [-3.957, 3.447, -1.332], [5.161, 0.216, 3.335], [-4.672, 3.785, 2.215], [1.563, -2.702, -2.626], [-0.788, -1.088, 2.107], [4.261, -0.884, 1.712], [4.449, 0.377, 2.520], [2.114, 0.890, 1.995], [-3.264, 2.867, -1.737], [1.156, 0.019, 0.104], [1.173, 2.594, 2.747], [-2.620, -4.691, 0.004]],
  "forces_ev_per_a": [[-6.59, 2.47, -4.39], [0.78, -0.96, -0.40], [-0.31, -0.64, -0.23], [5.66, -0.11, -3.35], [-0.28, -0.07, -0.07], [-0.44, 0.49, -1.12], [-0.06, -0.10, 0.06], [0.94, 0.20, -0.12], [0.01, 0.03, -0.14], [-3.39, -3.45, -0.96], [0.62, 0.01, 0.86], [1.28, 1.79, 0.61], [-0.03, 0.08, -0.09], [-0.67, 2.00, -0.78], [-0.11, 0.09, -0.09], [0.18, 0.20, 0.46], [0.08, -0.05, -0.08], [0.57, -0.49, -0.26], [0.09, -0.17, -0.21], [0.15, -0.13, -0.06], [-0.80, 0.83, 1.04], [0.03, -0.15, 0.75], [-0.15, 0.05, 0.10], [-1.85, 1.17, -0.56], [-0.23, -0.14, -0.12], [1.12, 4.81, 5.34], [-0.10, 0.10, -0.03], [-0.15, -0.02, 0.09], [-0.07, -0.13, 0.11], [-0.14, 0.44, -0.66], [0.15, 0.54, -0.72], [-0.13, -0.08, 0.13], [0.22, 0.00, 0.09], [0.11, -8.85, 1.07], [1.40, -2.08, -2.00], [0.56, 0.49, 0.77], [-0.04, -0.64, 0.09], [-3.85, -8.01, 2.70], [3.72, 0.36, 3.11], [0.17, 0.07, 0.15], [0.71, 1.25, -2.19], [-0.07, -0.04, 0.09], [-0.50, 0.10, 0.33], [-0.01, 0.32, 0.16], [-0.52, -1.23, 0.84], [-0.19, 0.23, 0.11], [-0.29, 0.18, -0.08], [-4.89, 6.88, 2.30], [0.23, -0.05, 0.28], [-1.48, -1.79, -1.64], [-0.13, -0.15, -0.69], [7.44, 5.72, -0.66], [2.34, 2.64, 1.01], [0.44, -0.62, 1.23], [-0.19, -0.02, -0.14], [0.11, -0.04, -0.65], [0.06, 0.02, -0.13], [-0.23, -0.22, -0.05], [0.45, -0.22, 0.16], [-0.12, 0.02, -0.13], [-0.51, -0.72, -2.04], [-0.37, 0.60, -0.29], [0.67, 0.32, 0.58], [-0.08, -0.21, -0.01], [-1.30, -2.92, 0.50]]
}